DFT (ωB97M-V with the def2-TZVPD basis set) results for 2 unconnected molecules or ions with the total composition C5H6N at a distorted geometry.

Computed properties:
* E: -248.346011 Eh
* 2S+1: 1
* HOMO level (spin up / spin down): -15.40 / -15.40 eV
* orbital gap (spin up / spin down): 7.8 / 7.7 eV
* total charge: +1
* energy relative to the best compared isomer or geometry (same formula, charge and spin): 7.338 eV

XYZ file:
```
12
Properties=species:S:1:pos:R:3:lowdin_charge:R:1
C 0.41 1.12 -0.19 -0.01
C 1.18 -0.59 1.24 -0.03
C -0.50 -0.03 0.07 -0.15
C 1.48 0.67 0.45 0.05
C -1.69 -0.40 -0.63 0.03
N 0.00 -0.94 1.03 0.15
H 0.27 1.94 -0.80 0.10
H 1.83 -1.15 1.81 0.11
H 3.13 1.04 -0.57 0.33
H -2.45 -0.46 0.16 0.14
H -1.48 -1.37 -1.07 0.13
H -2.18 0.17 -1.50 0.14
```

=====

DFT (ωB97M-V with the def2-TZVPD basis set) results for a molecular structure, C17H20N4O8Sn at a distorted geometry.

Computed properties:
* E: -1694.451262 Eh
* 2S+1: 1
* HOMO level: -14.57 eV
* orbital gap: 5.1 eV
* total charge: +2
* energy relative to the best compared isomer or geometry (same formula, charge and spin): 1.780 eV

XYZ file:
```
50
Properties=species:S:1:pos:R:3:lowdin_charge:R:1
Sn 0.30 -0.37 0.04 1.72
O -6.41 0.29 0.34 0.28
C -5.24 0.18 0.24 -0.19
C -4.16 1.25 0.60 -0.19
O -4.40 2.18 1.30 0.27
C -2.85 0.68 0.17 -0.21
C -3.01 -0.76 -0.07 -0.21
O -2.08 -1.55 0.01 0.06
C -4.45 -1.06 -0.28 -0.20
O -4.98 -1.91 -0.92 0.27
O -1.81 1.28 -0.07 0.07
N -0.85 -0.63 -7.72 0.20
C 0.04 -0.07 -6.89 -0.50
O 0.96 0.63 -7.26 0.09
C -0.11 -0.31 -5.40 -0.09
C -0.65 -1.44 -4.80 0.02
C -0.62 -1.54 -3.42 -0.11
N -0.11 -0.60 -2.63 -0.06
C 0.40 0.49 -3.20 -0.15
C 0.43 0.68 -4.57 0.03
H -0.76 -0.41 -8.70 0.13
H -1.63 -1.19 -7.43 0.11
H -1.05 -2.25 -5.39 0.12
H -1.02 -2.41 -2.92 0.12
H 0.82 1.24 -2.53 0.10
H 0.86 1.57 -5.01 0.13
C 1.07 3.26 2.15 -0.01
N 1.04 2.46 3.36 -0.16
C 1.33 3.15 4.60 -0.01
C 0.78 1.18 3.30 -0.27
O 0.57 0.56 2.23 -0.24
H 1.42 4.26 2.38 0.10
H 0.07 3.32 1.71 0.10
H 1.74 2.80 1.41 0.09
H 2.36 3.53 4.57 0.11
H 1.24 2.48 5.45 0.10
H 0.65 3.98 4.74 0.11
H 0.74 0.65 4.26 0.16
C 6.14 -0.88 0.23 -0.01
N 4.79 -0.44 -0.05 -0.16
C 4.63 0.97 -0.33 -0.01
C 3.78 -1.27 0.00 -0.26
O 2.58 -0.96 -0.18 -0.25
H 6.85 -0.26 -0.31 0.10
H 6.27 -1.92 -0.08 0.10
H 6.35 -0.80 1.30 0.11
H 5.23 1.24 -1.20 0.11
H 4.98 1.56 0.52 0.11
H 3.58 1.20 -0.52 0.08
H 4.05 -2.31 0.23 0.17
```

=====

DFT (ωB97M-V with the def2-TZVPD basis set) results for a molecular structure, C4H6ClInO2 at a distorted geometry.

Computed properties:
* E: -955.861960 Eh
* 2S+1: 1
* HOMO level: -18.95 eV
* orbital gap: 3.5 eV
* total charge: +2

XYZ file:
```
14
Properties=species:S:1:pos:R:3:lowdin_charge:R:1
O -2.72 1.75 0.25 0.52
C -1.84 1.12 -0.29 -0.47
O -2.07 0.94 -1.53 0.44
C -0.63 0.67 0.50 -0.03
C 0.07 -0.60 -0.11 -0.32
C 1.55 -0.25 -0.49 -0.54
Cl 2.42 0.32 0.98 0.68
H 0.07 1.53 0.51 0.15
H -0.95 0.53 1.55 0.17
H -0.42 -1.01 -1.00 0.14
H 0.15 -1.40 0.69 -0.24
H 2.09 -1.15 -0.82 0.07
H 1.55 0.49 -1.29 0.11
In 0.72 -2.93 1.05 1.32
```

=====

DFT (ωB97M-V with the def2-TZVPD basis set) results for 11 unconnected molecules or ions with the total composition C23H68N4O11 at a distorted geometry.

Computed properties:
* E: -1963.435455 Eh
* 2S+1: 1
* HOMO level: -8.67 eV
* structure (SMILES): NC(N)=O.NC(N)=O.CC(C)O.CC(C)O.CC(C)O.CC(C)O.CC(C)O.CC(C)O.CO.CO.CO
* orbital gap: 8.6 eV
* total charge: 0
* energy relative to the best compared isomer or geometry (same formula, charge and spin): 10.220 eV

XYZ file:
```
106
Properties=species:S:1:pos:R:3:lowdin_charge:R:1
N 4.79 -2.02 1.50 0.13
C 5.74 -2.88 1.47 -0.68
N 5.36 -4.09 1.27 0.18
O 7.04 -2.49 1.43 -0.08
H 5.15 -1.08 1.56 0.14
H 3.75 -2.18 1.53 0.15
H 6.07 -4.81 1.22 0.13
H 4.54 -4.40 0.83 0.10
N 4.11 -0.32 -2.76 0.17
C 4.67 -0.59 -1.61 -0.60
N 4.23 -1.70 -1.11 0.17
O 5.53 0.33 -0.95 -0.16
H 4.41 0.49 -3.26 0.10
H 3.39 -0.86 -3.23 0.08
H 4.54 -1.87 -0.12 0.05
H 3.48 -2.19 -1.47 0.06
C -2.71 1.25 3.52 -0.01
C -4.15 1.00 3.19 -0.62
C -5.20 1.78 4.05 -0.03
O -4.43 1.20 1.97 0.02
H -2.55 1.06 4.58 0.08
H -2.44 2.26 3.36 0.08
H -2.16 0.56 2.88 0.06
H -4.33 -0.01 3.33 0.12
H -6.16 1.32 4.01 0.05
H -5.35 2.80 3.63 0.09
H -5.05 1.82 5.16 0.09
H -5.29 0.83 1.89 0.11
C 1.00 4.79 -3.18 -0.03
C 1.06 3.40 -3.85 -0.59
C 1.87 2.32 -3.12 -0.02
O -0.08 2.88 -4.01 -0.03
H 0.28 5.45 -3.62 0.06
H 1.98 5.29 -3.13 0.09
H 0.66 4.80 -2.09 0.08
H 1.43 3.62 -4.84 0.14
H 2.78 2.67 -2.57 0.11
H 2.12 1.49 -3.71 0.05
H 1.32 1.76 -2.35 0.06
H -0.52 3.32 -4.79 0.17
C 1.30 1.95 1.45 -0.01
C 0.66 0.91 0.58 -0.66
C 1.67 -0.20 0.27 -0.01
O -0.37 0.42 0.99 0.02
H 1.68 1.60 2.43 0.08
H 0.59 2.75 1.62 0.07
H 2.15 2.44 0.94 0.10
H 0.47 1.38 -0.36 0.11
H 2.68 0.29 0.06 0.11
H 1.42 -0.82 -0.58 0.06
H 1.95 -0.78 1.13 0.04
H -1.07 1.00 0.77 0.06
C -1.31 -1.74 -4.17 -0.01
C -1.20 -0.47 -3.29 -0.57
C -1.53 -0.83 -1.83 -0.02
O -0.06 0.05 -3.36 -0.01
H -0.85 -1.56 -5.11 0.08
H -2.38 -1.91 -4.36 0.09
H -0.86 -2.53 -3.65 0.05
H -1.97 0.32 -3.62 0.16
H -2.51 -1.34 -1.74 0.11
H -1.60 0.04 -1.28 0.04
H -0.85 -1.48 -1.33 0.06
H -0.16 0.97 -3.54 0.06
C -1.44 -4.28 1.72 -0.01
C -1.29 -3.00 0.96 -0.62
C -2.49 -2.03 1.06 -0.02
O -0.37 -2.31 1.39 -0.01
H -0.52 -4.90 1.50 0.10
H -2.29 -4.83 1.40 0.07
H -1.45 -4.15 2.80 0.09
H -1.05 -3.21 -0.06 0.13
H -2.98 -1.95 2.05 0.10
H -3.34 -2.24 0.45 0.06
H -2.31 -1.01 0.69 0.06
H -0.19 -1.62 0.76 0.07
C -0.20 -0.17 5.65 -0.03
C -0.01 -0.70 4.24 -0.67
C 1.45 -0.97 3.93 -0.02
O -0.67 -1.74 4.01 0.01
H 0.16 -0.91 6.40 0.09
H -1.29 -0.08 5.79 0.06
H 0.27 0.79 5.89 0.08
H -0.48 -0.10 3.52 0.08
H 1.97 -0.01 3.76 0.07
H 1.42 -1.49 3.00 0.03
H 1.93 -1.64 4.74 0.12
H -0.59 -1.87 3.06 0.05
C -1.42 3.47 -0.74 -0.08
O -2.12 2.56 0.15 -0.12
H -0.70 4.10 -0.24 0.08
H -2.22 4.09 -1.04 0.08
H -0.99 2.98 -1.62 0.07
H -2.72 3.15 0.54 0.07
C 1.98 -2.91 -3.75 -0.17
O 1.69 -2.08 -2.69 -0.17
H 1.04 -3.45 -3.99 0.08
H 2.85 -3.51 -3.53 0.09
H 2.13 -2.29 -4.69 0.10
H 0.99 -1.46 -2.95 0.05
C -4.03 2.13 -2.46 -0.18
O -4.09 1.34 -1.30 -0.10
H -4.25 3.16 -2.17 0.07
H -4.70 1.86 -3.28 0.09
H -3.00 2.24 -2.89 0.06
H -3.38 1.55 -0.73 0.00
```

=====

DFT (ωB97M-V with the def2-TZVPD basis set) results for C2H3NS in the gas phase at a distorted geometry.

Computed properties:
* E: -530.746269 Eh
* 2S+1: 3
* HOMO level (spin up / spin down): -5.29 / -9.21 eV
* orbital gap (spin up / spin down): 6.5 / 6.9 eV
* ⟨S²⟩: 2.01
* total charge: 0
* energy relative to the best compared isomer or geometry (same formula, charge and spin): 2.659 eV

XYZ file:
```
7
Properties=species:S:1:pos:R:3:mulliken_spin:R:1
C 0.23 0.65 0.38 0.52
C 0.06 -0.73 0.20 0.04
N -0.56 0.30 -0.55 0.24
S 1.04 1.96 0.83 1.16
H 0.84 -1.30 -0.30 0.02
H -0.63 -1.31 0.90 0.01
H -0.97 0.44 -1.45 0.02
```

=====

DFT (ωB97M-V with the def2-TZVPD basis set) results for a molecular structure, C24H32ClP2Yb at a distorted geometry.

Computed properties:
* E: -3234.765809 Eh
* 2S+1: 2
* HOMO level (spin up / spin down): -14.27 / -14.27 eV
* orbital gap (spin up / spin down): 7.2 / 5.8 eV
* ⟨S²⟩: 0.75
* total charge: +2
* energy relative to the best compared isomer or geometry (same formula, charge and spin): 0.000 eV

XYZ file:
```
60
Properties=species:S:1:pos:R:3:mulliken_spin:R:1
Yb -1.11 0.58 1.39 1.00
Cl 0.22 2.24 2.53 0.00
P 0.18 1.09 -1.06 0.00
C -1.21 0.33 -1.96 0.00
C -1.02 -0.52 -3.06 0.00
C -2.11 -1.19 -3.62 0.00
C -3.38 -1.05 -3.06 0.00
C -3.58 -0.19 -1.97 0.00
C -2.51 0.53 -1.44 0.00
C -0.07 2.89 -1.32 0.00
C 0.72 3.76 -0.54 0.00
C 0.50 5.13 -0.59 0.00
C -0.48 5.66 -1.43 0.00
C -1.22 4.81 -2.25 0.00
C -1.01 3.43 -2.22 0.00
C 1.69 0.69 -1.97 0.00
C 2.73 0.02 -1.30 0.00
C 3.96 -0.14 -1.93 0.00
C 4.15 0.33 -3.23 0.00
C 3.09 0.93 -3.92 0.00
C 1.86 1.12 -3.29 0.00
H 1.47 3.33 0.13 0.00
H 1.10 5.78 0.04 0.00
H -0.66 6.74 -1.45 0.00
H -1.98 5.22 -2.91 0.00
H -1.56 2.77 -2.90 0.00
H -0.02 -0.68 -3.46 0.00
H -1.95 -1.85 -4.47 0.00
H -4.22 -1.61 -3.47 0.00
H -4.58 -0.06 -1.55 0.00
H -2.70 1.26 -0.64 0.00
H 2.55 -0.36 -0.29 0.00
H 4.78 -0.63 -1.40 0.00
H 5.13 0.23 -3.70 0.00
H 3.23 1.27 -4.95 0.00
H 1.04 1.61 -3.83 0.00
H -0.17 -3.50 -2.75 0.00
H 0.57 -3.40 -2.70 0.00
C -2.73 -1.09 3.02 0.00
C -1.28 -1.22 3.55 0.00
P 0.05 -1.71 2.35 0.00
C 1.52 -1.05 3.23 0.00
C 1.59 -1.33 4.73 0.00
C 0.23 -3.53 2.38 0.00
C -0.16 -4.32 3.63 0.00
H -2.89 -0.67 2.00 0.00
H -3.31 -0.47 3.71 0.00
H -3.21 -2.08 3.00 0.00
H -0.94 -0.26 3.99 0.00
H -1.23 -1.97 4.36 0.00
H 2.42 -1.46 2.74 0.00
H 1.52 0.04 3.05 0.00
H 1.76 -2.39 4.94 0.00
H 2.45 -0.79 5.15 0.00
H 0.70 -1.00 5.27 0.00
H -0.38 -3.88 1.54 0.00
H 1.28 -3.73 2.11 0.00
H -1.22 -4.20 3.88 0.00
H 0.00 -5.38 3.40 0.00
H 0.44 -4.08 4.52 0.00
```